Entry 1:
C11H19IrNO4 | the ωB97M-V functional and the def2-TZVPD basis

**HOMO (spin up / spin down)**: -0.59179 / -0.58254 Ha
**Charge**: +2
**<S²>**: 0.859
**Spin multiplicity**: 2
**Strongest force on any atom**: 3.97 eV/A

Last column: Mulliken spin population.
Geometry (Å):
Ir -0.1815 1.2444 0.1841  0.9472
C -1.9911 2.4602 2.4863  0.0061
O -1.9553 1.6140 1.3386  -0.0160
C -3.0498 0.6943 1.2686  0.0028
C -2.9739 -0.0847 -0.0514  -0.0065
O -1.6671 -0.5431 -0.3851  0.0357
C -1.2106 -1.7916 0.1316  -0.0001
C -0.5927 -1.6871 1.5289  -0.0014
O 0.4073 -0.6688 1.5138  0.0339
C 0.9293 -0.3934 2.8097  -0.0027
H -2.9386 3.0043 2.5256  0.0010
H -1.1699 3.1716 2.3978  -0.0027
H -1.8800 1.8785 3.4091  -0.0002
H -3.9974 1.2466 1.2905  0.0003
H -3.0232 0.0323 2.1453  0.0004
H -3.2391 0.5822 -0.8801  -0.0005
H -3.6799 -0.9204 -0.0255  -0.0018
H -0.4428 -2.1181 -0.5774  0.0001
H -2.0260 -2.5222 0.1372  0.0027
H -0.1248 -2.6443 1.7903  0.0016
H -1.3471 -1.4591 2.2906  -0.0002
H 1.5088 -1.2503 3.1614  0.0011
H 0.1260 -0.1914 3.5233  0.0011
H 1.5831 0.4736 2.7200  -0.0013
O 1.2853 1.1893 -1.1596  -0.0002
N 1.6460 0.3210 -2.1122  0.0018
C 2.5662 -0.6666 -1.6865  -0.0010
C 3.6323 -1.0020 -2.4516  -0.0004
C 3.7812 -0.4591 -3.7547  -0.0029
C 2.8849 0.5616 -4.1651  0.0005
C 1.8250 0.8979 -3.3960  -0.0007
H 2.4001 -1.0258 -0.6853  0.0011
H 4.3400 -1.7309 -2.0842  -0.0002
H 4.4575 -0.9141 -4.4613  0.0000
H 3.0120 1.0454 -5.1225  -0.0002
H 1.1059 1.6559 -3.6540  0.0015

***

Entry 2:
C5H13NO2 | the ωB97M-V functional and the def2-TZVPD basis

**HOMO**: -0.34439 Ha
**ΔE to the lowest compared entry with this formula, charge and spin**: 277.56 kJ/mol
**Strongest force on any atom**: 2.15 eV/A
**SMILES**: C=NC(=C)CC.O.O

Last column: natural (NBO) charge in e.
Geometry (Å):
C -0.6957 -2.3631 0.4332  -0.5965
C -1.5479 -1.0836 0.2186  -0.4442
C -0.6880 0.0618 -0.2265  0.1440
C 0.0779 0.8163 0.5379  -0.4441
C 0.1079 0.8300 -2.3180  -0.0158
N -0.7489 0.1998 -1.6518  -0.4312
H -1.2910 -3.1912 0.0457  0.2096
H 0.1644 -2.3396 -0.2336  0.2078
H -0.3483 -2.5610 1.4411  0.2131
H -2.0049 -0.9203 1.1993  0.2126
H -2.3167 -1.2485 -0.4959  0.2244
H 0.0997 0.9121 1.6163  0.2177
H 0.7952 1.5151 0.1194  0.1847
H -0.0785 0.9751 -3.3774  0.1754
H 1.0489 1.2010 -1.9015  0.1399
H 4.6664 -0.0133 1.1799  0.4585
H 4.7147 -0.2797 -0.1839  0.4578
O 4.4190 -0.7529 0.6143  -0.9161
H -2.6708 2.2054 0.9282  0.4683
H -1.4336 3.0233 0.7892  0.4675
O -2.2697 3.0135 1.2655  -0.9335

***

Entry 3:
C4H6O3Pd | the ωB97M-V functional and the def2-TZVPD basis

**HOMO (spin up / spin down)**: -0.89925 / -0.94901 Ha
**Charge**: +3
**<S²>**: 3.765
**Spin multiplicity**: 4
**ΔE to the lowest compared entry with this formula, charge and spin**: 0.00 kJ/mol
**Strongest force on any atom**: 6.52 eV/A

Last column: Mulliken spin population.
Geometry (Å):
C 2.1590 0.0360 0.2530  0.2631
C 1.1696 -0.8558 -0.0804  0.4323
O 3.1293 -0.2208 1.0173  0.2135
H 2.2751 0.1780 -0.9479  0.0304
H 0.9773 -1.8050 0.4199  0.0522
H 3.9850 0.1463 0.7246  -0.0094
O -0.1635 -0.5123 -0.6260  0.0711
C -1.3250 -1.0025 -0.3045  0.2060
O -2.2480 -0.1392 -0.1533  0.0148
Pd -1.9474 -1.9593 1.1621  1.6728
C -2.0413 1.3010 -0.3430  0.0391
H -1.1464 1.6881 0.1515  0.0080
H -1.9029 1.4254 -1.4208  0.0067
H -2.9208 1.7202 0.1476  -0.0007

***

Entry 4:
C2H3ClFNO2 | the ωB97M-V functional and the def2-TZVPD basis

**HOMO**: -0.33113 Ha
**ΔE to the lowest compared entry with this formula, charge and spin**: 346.63 kJ/mol
**Strongest force on any atom**: 4.66 eV/A
**SMILES**: CO/[N+]([O-])=C(\F)Cl

Last column: natural (NBO) charge in e.
Geometry (Å):
C -1.7292 -0.1198 -0.0074  -0.2866
C 1.8341 -0.2272 -0.0275  0.4134
N 0.6713 0.2678 -0.0074  0.3108
O 0.4063 1.4553 -0.0669  -0.5000
O -0.3753 -0.6137 0.1022  -0.3696
F 1.8746 -1.5756 0.0601  -0.2896
Cl 3.2869 0.6496 -0.0962  0.0865
H -2.3443 -0.7168 0.8009  0.2180
H -1.5954 0.9729 0.2285  0.2287
H -2.0290 -0.0925 -0.9864  0.1883

***

Entry 5:
C3H8NO | the ωB97M-V functional and the def2-TZVPD basis

**HOMO**: -0.09285 Ha
**Charge**: -1
**ΔE to the lowest compared entry with this formula, charge and spin**: 172.71 kJ/mol
**Strongest force on any atom**: 2.00 eV/A

Last column: natural (NBO) charge in e.
Geometry (Å):
C 2.2615 0.0625 -0.3685  -0.2107
O 1.0768 0.6780 -0.0748  -0.9613
H 2.0600 -0.9865 -0.7667  0.0717
H 2.7363 0.5207 -1.2774  0.1023
H 2.9696 -0.1000 0.4674  0.0995
C -0.9982 -0.9432 0.4338  -0.5506
C -1.9873 1.1301 0.2364  -0.1006
N -2.1535 -0.0584 0.6253  -0.4273
H -1.2932 -1.8680 0.9369  0.1550
H 0.0885 -0.4807 0.4696  0.3219
H -0.9199 -1.2865 -0.6129  0.1819
H -2.8244 1.8293 0.0557  0.1230
H -1.0162 1.5026 -0.1248  0.1952

***

Entry 6:
C20H31FN3O8P2S | the ωB97M-V functional and the def2-TZVPD basis

**HOMO**: -0.39796 Ha
**Charge**: +1
**Strongest force on any atom**: 6.88 eV/A

Last column: natural (NBO) charge in e.
Geometry (Å):
N -3.3032 4.9166 0.9793  -1.3096
P -4.0581 4.4251 -0.2830  2.1936
O -5.6630 4.3406 0.0231  -0.9435
O -3.8773 5.4325 -1.5587  -0.9454
C -3.3196 2.7920 -0.7349  -0.4174
C -3.9739 1.5133 -0.6862  0.0587
C -5.4298 1.3638 -0.2169  -0.4289
C -5.4779 1.6294 1.3454  -0.4408
C -5.8485 0.3377 2.1068  0.0646
F -6.1523 0.5744 3.4414  -0.3566
C -3.2803 0.3378 -1.0577  -0.2147
C -1.9232 0.3420 -1.4624  -0.1282
S -1.0382 -1.1568 -1.9005  -0.0412
C -1.2745 1.5858 -1.4763  -0.1953
C -1.9766 2.7919 -1.1328  0.0083
C -0.9499 3.9379 -1.3170  0.6995
O -1.0648 5.0661 -1.6544  -0.4103
N 0.3085 3.2328 -1.0337  -0.8823
P 0.7049 3.0757 0.6158  2.4238
O 0.9463 4.3497 1.2777  -1.0374
O -0.4253 2.2693 1.4776  -0.9499
O 2.0754 2.1602 0.6924  -0.9616
C 0.1815 1.9949 -1.8085  0.7111
O 0.9913 1.5082 -2.5330  -0.4715
H -2.8414 5.7988 0.7435  0.4008
H -6.1370 4.1703 -0.8103  0.4871
H -4.3570 5.1219 -2.3437  0.4955
H -5.7090 0.3013 -0.3525  0.2180
H -6.1081 2.0335 -0.7597  0.2215
H -6.1386 2.4726 1.5913  0.2500
H -4.4517 1.8991 1.6627  0.2174
H -6.7156 -0.1355 1.6089  0.1566
H -5.0169 -0.3955 2.0925  0.1541
H -3.7838 -0.6354 -1.0268  0.2368
H -0.7981 -1.0975 -3.2381  0.1694
H -0.3502 1.3065 1.3819  0.4870
H 1.8995 1.4563 1.3343  0.4866
C 5.2483 -1.7972 -0.7548  -0.6357
C 4.1502 -1.5983 0.3220  0.0864
C 4.5608 -2.3086 1.6289  -0.3980
C 4.4378 -3.8342 1.5658  -0.4150
C 3.0432 -4.2584 1.0994  -0.4002
C 2.6178 -3.5951 -0.2240  0.0905
N 2.8310 -2.1097 -0.1812  0.3345
O 1.9378 -1.6052 0.4743  -0.0935
C 3.4014 -4.2215 -1.3985  -0.6373
C 1.1583 -3.9486 -0.5301  -0.6158
C 4.1233 -0.0848 0.5541  -0.6084
H 4.8405 -1.7180 -1.7638  0.2333
H 6.0163 -1.0302 -0.6735  0.2503
H 5.7706 -2.7474 -0.6638  0.2214
H 3.9376 -1.9465 2.4545  0.2253
H 5.5865 -2.0340 1.8773  0.2617
H 5.2029 -4.2539 0.9090  0.2166
H 4.6289 -4.2519 2.5564  0.2558
H 3.0077 -5.3421 0.9865  0.2598
H 2.3222 -4.0087 1.8861  0.2262
H 3.1958 -3.6963 -2.3328  0.2323
H 3.1018 -5.2590 -1.5379  0.2467
H 4.4771 -4.2448 -1.2485  0.2250
H 0.4772 -3.6656 0.2733  0.2335
H 1.0444 -5.0222 -0.6664  0.2477
H 0.8322 -3.4587 -1.4485  0.2361
H 3.8264 0.4472 -0.3515  0.2544
H 5.1091 0.2748 0.8421  0.2529
H 3.4489 0.2016 1.3576  0.2075

***

Entry 7:
C4H3F3N3 | the ωB97M-V functional and the def2-TZVPD basis

**HOMO (spin up / spin down)**: -0.62433 / -0.62433 Ha
**Charge**: +1
**ΔE to the lowest compared entry with this formula, charge and spin**: 292.58 kJ/mol
**Strongest force on any atom**: 5.83 eV/A

Last column: natural (NBO) charge in e.
Geometry (Å):
C 0.4273 -1.4211 -0.0310  0.8560
C -1.0435 -0.2857 0.0008  0.2463
C 2.4573 0.2332 -0.0256  -0.4345
C -2.3938 0.4351 0.0049  0.9718
N -0.8027 -1.5963 0.1239  -0.3295
N 0.0339 0.5171 -0.0867  -0.0974
N 1.1103 -0.3427 -0.0532  -0.2060
F -2.4877 1.1628 -1.0978  -0.2652
F -3.3274 -0.5634 0.0055  -0.3022
F -2.5831 1.0871 1.1195  -0.2606
H 3.0941 -0.3091 -0.8474  0.2733
H 3.0871 -0.1923 0.8114  0.2660
H 2.4282 1.2753 0.0755  0.2820

***

Entry 8:
C3H7NO2 | the ωB97M-V functional and the def2-TZVPD basis

**HOMO**: -0.36112 Ha
**ΔE to the lowest compared entry with this formula, charge and spin**: 89.38 kJ/mol
**Strongest force on any atom**: 0.47 eV/A
**SMILES**: CC=O.NC=O

Last column: natural (NBO) charge in e.
Geometry (Å):
O 0.6099 -0.1758 -1.7322  -0.5668
C 1.0785 0.9032 -1.4276  0.4664
C 0.5923 1.7291 -0.2772  -0.7585
O -0.5810 -0.3075 1.9508  -0.6365
C -0.9758 -1.3822 1.5289  0.5296
N -0.8610 -1.8147 0.2572  -0.8254
H -0.4134 -1.2333 -0.4516  0.4292
H 1.9056 1.3153 -2.0398  0.1119
H 1.2887 2.5364 -0.0376  0.2199
H 0.4014 1.0926 0.5956  0.2888
H -0.3692 2.1771 -0.5555  0.2473
H -1.4817 -2.1114 2.1902  0.1027
H -1.1943 -2.7290 -0.0012  0.3915

***

Entry 9:
CH5N3 | the ωB97M-V functional and the def2-TZVPD basis

**HOMO**: -0.34709 Ha
**ΔE to the lowest compared entry with this formula, charge and spin**: 66.73 kJ/mol
**Strongest force on any atom**: 2.03 eV/A
**SMILES**: N=C(N)N

Last column: natural (NBO) charge in e.
Geometry (Å):
N -0.3059 0.9036 0.9035  -0.8172
C -0.1407 0.1822 -0.2900  0.5637
N 0.3580 -1.1295 -0.0740  -0.9035
N -0.4195 0.7251 -1.3948  -0.6996
H 0.3520 0.6112 1.6155  0.3623
H -0.1877 1.8996 0.7776  0.3824
H -0.3805 -1.8233 -0.0351  0.3825
H 0.9792 -1.4333 0.6512  0.3821
H -0.2549 0.0643 -2.1538  0.3473

***

Entry 10:
C23H23ClN2PRh | the ωB97M-V functional and the def2-TZVPD basis

**HOMO (spin up / spin down)**: -0.54340 / -0.54927 Ha
**Charge**: +2
**<S²>**: 6.029
**Spin multiplicity**: 5
**ΔE to the lowest compared entry with this formula, charge and spin**: 51.41 kJ/mol
**Strongest force on any atom**: 6.22 eV/A

Last column: Mulliken spin population.
Geometry (Å):
Rh 0.7347 -0.3126 1.6242  2.7125
Cl 2.0582 -0.7287 3.4657  0.4696
P 0.4376 0.8343 -0.1027  -0.0305
C -0.9543 0.0736 -0.9508  0.0686
C -0.6592 -1.0213 -1.7628  0.0277
C -1.7028 -1.8309 -2.2661  -0.0189
C -3.0149 -1.5375 -1.8796  0.0797
C -3.3010 -0.4807 -1.0124  -0.0197
C -2.2689 0.3456 -0.5584  0.0349
C 0.1965 2.6176 -0.2833  -0.0071
C 0.8797 3.5102 0.5391  0.0257
C 0.8359 4.8785 0.2551  -0.0023
C -0.0145 5.3518 -0.7573  0.0277
C -0.8034 4.4562 -1.4797  -0.0022
C -0.7135 3.0857 -1.2424  0.0254
C 2.0485 0.5159 -0.9141  0.0591
C 3.1053 0.0117 -0.1411  0.0472
C 4.3092 -0.3537 -0.7512  0.0163
C 4.4285 -0.1465 -2.1238  0.0050
C 3.3941 0.4111 -2.8876  0.0146
C 2.1731 0.7612 -2.2859  0.0052
H 1.4672 3.1237 1.3638  -0.0035
H 1.4463 5.5727 0.8363  0.0006
H -0.0965 6.4179 -0.9340  0.0006
H -1.5319 4.8166 -2.2143  0.0018
H -1.3123 2.3853 -1.8186  0.0034
H 0.3921 -1.2611 -1.9555  0.0041
H -1.4523 -2.6759 -2.9302  -0.0009
H -3.8139 -2.1728 -2.2715  0.0020
H -4.3373 -0.2866 -0.7229  0.0004
H -2.4967 1.2005 0.0726  -0.0063
H 2.9193 -0.1319 0.9466  -0.0354
H 5.1000 -0.8019 -0.1440  0.0007
H 5.3639 -0.4109 -2.5976  0.0007
H 3.5092 0.5942 -3.9552  0.0010
H 1.3402 1.2228 -2.8365  -0.0012
H 0.5931 -3.0201 -0.6781  0.0011
H 1.2979 -2.8856 -0.4617  -0.0013
N 0.5079 -3.2581 1.9683  0.1748
C -0.6764 -2.7258 2.3765  0.0191
C -1.7689 -3.5664 2.6753  0.0615
C -2.9204 -2.9390 3.1897  -0.0306
C -2.9822 -1.5476 3.3441  0.0987
C -1.8555 -0.8025 2.9623  -0.0408
N -0.7809 -1.3930 2.4279  0.2021
H 1.3441 -2.7019 2.1253  0.0028
H 0.6503 -4.2575 2.0002  -0.0058
H -1.6650 -4.6320 2.4217  0.0020
H -3.7736 -3.5603 3.4544  -0.0004
H -3.8538 -1.0339 3.7890  0.0015
H -1.7827 0.2895 3.0812  0.0086

***

Entry 11:
C14H11Cl3HfN2OS2Te | the ωB97M-V functional and the def2-TZVPD basis

**HOMO**: -0.50597 Ha
**Charge**: +2
**Strongest force on any atom**: 2.00 eV/A

Last column: natural (NBO) charge in e.
Geometry (Å):
Hf 0.6082 0.8720 1.0861  1.9537
Cl -3.1799 -3.6200 5.2025  0.1170
C -2.3491 -2.7897 3.9600  -0.0150
C -1.6724 -1.6173 4.2660  -0.2293
C -1.0310 -0.9884 3.2318  -0.0544
Cl -0.1400 0.5360 3.5751  0.0647
C -1.0121 -1.4513 1.9257  0.2497
O -0.3223 -0.7640 0.9563  -0.8615
C -1.6925 -2.6234 1.6527  -0.0711
Cl -1.6941 -3.2391 0.0465  0.0902
C -2.3609 -3.2903 2.6662  -0.2005
H -1.6625 -1.2246 5.2757  0.2751
H -2.8947 -4.2043 2.4431  0.2739
Te 2.2675 1.9401 -0.7806  0.0474
C 4.0915 0.9390 -0.7491  -0.5246
C 5.3178 1.5245 -0.7997  -0.2490
C 6.3563 0.5513 -0.9256  -0.2319
C 5.8837 -0.7216 -0.9814  -0.3836
S 4.1760 -0.7652 -0.8804  0.4661
H 5.4897 2.5916 -0.7367  0.2463
H 7.4078 0.7991 -0.9785  0.2551
H 6.4429 -1.6429 -1.0698  0.2660
C -3.2978 0.2695 -1.3212  -0.4104
N -2.3726 1.1716 -2.0288  -0.2903
C -2.3045 1.3277 -3.4016  -0.0360
C -1.3991 2.2993 -3.6485  -0.0346
N -0.9346 2.7106 -2.4205  -0.4658
C -1.5287 2.0258 -1.4443  0.2647
S -1.3657 2.3072 0.2643  -0.2289
H -3.7821 -0.3639 -2.0565  0.2467
H -4.0481 0.8506 -0.7910  0.2427
H -2.7445 -0.3477 -0.6219  0.2278
H -2.9009 0.7388 -4.0776  0.2675
H -1.0498 2.7177 -4.5768  0.2727
H -0.3015 3.4810 -2.2617  0.4595

***

Entry 12:
C3H8NO4 | the ωB97M-V functional and the def2-TZVPD basis

**HOMO**: -0.16428 Ha
**Charge**: -1
**ΔE to the lowest compared entry with this formula, charge and spin**: 113.22 kJ/mol
**Strongest force on any atom**: 5.17 eV/A

Last column: natural (NBO) charge in e.
Geometry (Å):
C -1.7823 0.4691 -0.1976  -0.2563
C -2.1284 -0.7799 0.6556  -0.0741
O -1.0639 -1.3130 1.4455  -0.7455
N -0.4318 0.6402 -0.7594  -0.7497
C 0.7700 0.8538 0.2134  0.9180
O 1.8869 0.7038 -0.3285  -0.7723
O 0.2442 1.1918 1.3211  -0.8157
H -1.9536 1.4360 0.2893  0.2021
H -2.2790 0.3976 -1.2002  0.1787
H -2.9493 -0.4802 1.3966  0.1371
H -2.5600 -1.5444 -0.0676  0.1550
H -0.6889 -0.5220 1.8762  0.5002
H -0.2307 0.0921 -1.5962  0.3498
H 3.2437 -1.3801 -1.6936  0.4592
H 1.8896 -0.6681 -1.4222  0.4964
O 2.3572 -1.2164 -1.9750  -0.9828